No. 1
This record from the OMol25 dataset describes C34H29AsF6N7O4S2SeTi as an isolated structure in a non-equilibrium geometry. The level of theory is the ωB97M-V functional and the def2-TZVPD basis.

```
85
C34H29AsF6N7O4S2SeTi (the ωB97M-V functional and the def2-TZVPD basis)
Se -1.09920 -2.43635 0.41690
As -0.01291 -0.25528 -2.88701
Ti 0.12027 0.06055 -0.02467
S 3.51387 0.12334 -0.55814
S 2.49495 -2.23889 -0.78124
F 5.15309 2.15210 -0.59720
F 2.15069 -2.21204 1.86234
F 2.58274 -4.15221 1.05431
F 4.93602 1.09796 -2.48343
F 6.13359 0.24404 -0.88480
F 4.16598 -2.71809 1.24991
O 2.43618 0.88502 -1.14454
O 1.29372 -1.40026 -0.60469
O 2.32851 -3.40010 -1.57566
O 3.53030 0.03817 0.86904
N 3.68102 -1.31451 -1.23770
N 0.12179 1.97333 -0.25366
N -1.92131 0.61575 -0.05717
N 0.56189 0.61043 1.88307
N -3.12402 -3.62402 4.52660
N 1.85717 2.55123 1.23564
N -1.60488 2.19331 -1.83885
C 0.23818 -2.55782 -4.73515
C 2.18735 1.60459 3.35447
C -3.70261 1.13551 -1.58503
C -0.28260 -2.17982 -3.38519
C 0.12523 4.70065 -2.69978
C -0.58251 -2.50630 -5.86112
C 1.22965 -3.23373 -7.26526
C 1.31086 3.88695 -0.74726
C -1.22003 0.46124 -4.28511
C 2.07034 5.85311 -1.83290
C 0.28007 3.76826 -1.68938
C -3.85063 -3.38281 3.43925
C 2.21755 4.92894 -0.80892
C 1.79413 0.80498 4.39070
C -4.61093 0.49768 -0.78264
C -0.47488 2.56952 -1.32915
C 1.52893 1.55312 2.10917
C -1.92671 -2.92157 2.09040
C -3.31001 -3.02809 2.21186
C 1.56187 -2.96657 -4.89790
C -1.15779 -3.22068 3.21398
C 5.05230 0.95601 -1.16203
C 2.05359 -3.29845 -6.15038
C 1.17007 2.75326 0.16222
C -4.18860 0.02558 0.46230
C -1.80207 -3.55075 4.39699
C 1.03661 5.74412 -2.76243
C 2.88051 -2.86642 0.96768
C -2.85327 0.08641 0.76103
C 0.15443 -0.12263 2.94161
C 1.62531 0.14968 -3.87919
C -2.36588 1.27861 -1.16409
C -0.09148 -2.84122 -7.11460
C 0.71097 -0.05715 4.18823
H 2.28915 0.85072 5.35153
H -5.64494 0.39687 -1.08491
H 0.94802 6.48883 -3.54236
H -1.22807 -3.77404 5.29176
H 3.08305 -3.61723 -6.25555
H -1.35928 -2.34192 -3.32423
H 0.32352 -0.67616 4.98461
H 2.19899 -3.04491 -4.02612
H 2.76907 6.67544 -1.91457
H -3.94599 -2.83656 1.35781
H -1.62303 -2.22358 -5.75025
H -3.98164 1.60979 -2.51522
H 1.52341 -0.14997 -4.92036
H -0.68530 4.60827 -3.41107
H -1.12353 1.54324 -4.33012
H 1.60838 -3.50721 -8.24164
H 2.98176 2.33098 3.44260
H -2.49758 -0.29053 1.70820
H -4.92547 -3.47844 3.56035
H 3.01466 5.00812 -0.08153
H -4.88070 -0.41129 1.16715
H 0.19640 -2.77119 -2.60869
H -2.25400 0.21515 -4.04483
H -0.94614 0.02397 -5.24257
H 1.81347 1.22208 -3.82648
H -0.66013 -0.80504 2.75695
H 2.47116 -0.36915 -3.43678
H -0.74778 -2.80764 -7.97547
H -0.07736 -3.19862 3.16580
```

* highest occupied orbital energy (spin up / spin down): -7.395 / -7.508 eV
* orbital gap (spin up / spin down): 6.02 / 6.11 eV
* largest force on an atom: 2.503 eV/Å
* ⟨S²⟩: 0.75
* 2S+1: 2

---

No. 2
This record from the OMol25 dataset describes C14H12MnN4O4 as an isolated structure in a non-equilibrium geometry. The level of theory is the ωB97M-V functional and the def2-TZVPD basis.

```
35
C14H12MnN4O4 (the ωB97M-V functional and the def2-TZVPD basis)
Mn -0.36748 0.14852 0.09456
O 2.87344 0.45065 -2.11064
O 3.53330 0.03166 0.68193
O -2.21424 0.27933 0.62538
O -2.98181 -1.06970 -1.00924
N -0.60804 1.00830 -1.71452
N 1.43486 0.41107 -0.27180
N 0.26621 0.40389 1.98615
N -0.22495 -2.00419 -0.28212
C 1.78115 0.55364 -1.59663
C 0.12028 0.16399 4.35411
C -1.44571 -2.01811 0.55348
C 0.61162 1.03772 -3.77672
C -1.71314 1.34245 -2.38550
C 2.21441 -0.17051 3.25371
C 1.47308 -0.16487 4.41699
C -2.31733 -0.83876 -0.00438
C -0.43681 0.43990 3.12248
C 0.54957 0.87421 -2.40056
C -0.54280 1.34957 -4.46786
C -1.72622 1.51329 -3.75606
C 2.33307 0.17891 0.74801
C 1.58811 0.12246 2.04922
H -0.48688 0.20226 5.24731
H -1.18724 -1.87790 1.60192
H -2.00808 -2.94981 0.45818
H -1.48396 0.69322 3.01389
H -2.65071 1.76500 -4.25568
H -2.60984 1.45357 -1.79175
H -0.53324 1.46831 -5.54307
H 1.92821 -0.39780 5.37041
H 3.27311 -0.39120 3.24209
H 1.57712 0.91993 -4.24932
H 0.46502 -2.67685 0.02721
H -0.48407 -2.25214 -1.23119
```

* highest occupied orbital energy (spin up / spin down): -6.583 / -9.396 eV
* orbital gap (spin up / spin down): 6.20 / 8.99 eV
* largest force on an atom: 4.331 eV/Å
* ⟨S²⟩: 8.76
* 2S+1: 6